Here is a structure of composition C10H29AuCl2NOSSbSi3 from the OMol25 dataset. Energies are from the ωB97M-V functional and the def2-TZVPD basis.

molar mass	685.3	u
HOMO	-0.310	Ha
gap between HOMO and LUMO	8.82	eV
ΔE to the lowest compared entry with this formula, charge and spin	0.273	eV

Structure (XYZ):
```
49
Properties=species:S:1:pos:R:3:lowdin_charge:R:1
Au 2.378 1.998 -0.407 0.327
O 2.049 4.945 -1.764 -0.647
S 3.407 4.841 -1.162 0.611
N 3.797 3.476 -0.645 -0.639
Cl 3.857 -0.380 -2.492 0.490
C 4.056 -2.083 -2.856 -1.049
Cl 2.620 -2.808 -3.536 0.553
H 4.327 -2.614 -1.964 0.009
H 4.915 -2.124 -3.541 0.034
C -0.675 1.817 3.379 -0.232
Si -1.180 1.836 1.605 0.287
C -2.944 1.230 1.399 -0.232
C -1.099 3.652 0.958 -0.225
Sb 0.317 0.431 0.068 0.788
Si 0.848 -1.743 1.381 0.321
C 1.633 -1.321 3.013 -0.221
C -0.793 -2.515 1.673 -0.242
C 2.039 -2.932 0.416 -0.207
Si -1.398 -0.241 -1.815 0.339
C -2.796 -1.421 -1.260 -0.209
C -2.168 1.343 -2.411 -0.222
C -0.397 -1.167 -3.070 -0.267
H -1.181 2.635 3.876 0.030
H 0.406 1.899 3.488 0.031
H -0.949 0.923 3.962 0.035
H -3.620 1.834 1.991 0.033
H -3.063 0.164 1.676 0.031
H -3.241 1.354 0.387 -0.016
H -1.649 4.347 1.653 0.042
H -1.355 3.794 -0.092 0.016
H -0.008 3.984 1.029 0.035
H 0.877 -0.893 3.624 -0.005
H 2.373 -0.547 2.906 0.025
H 1.985 -2.152 3.648 0.050
H -1.459 -1.805 2.108 0.003
H -0.738 -3.354 2.401 0.051
H -1.312 -2.951 0.801 0.025
H 2.981 -2.430 0.363 0.002
H 1.621 -3.114 -0.596 0.009
H 2.203 -3.875 0.934 0.029
H -3.410 -1.032 -0.445 0.012
H -2.439 -2.455 -1.075 0.024
H -3.469 -1.484 -2.127 0.034
H -2.658 1.852 -1.595 0.001
H -2.813 1.238 -3.296 0.046
H -1.385 2.011 -2.753 0.032
H -0.200 -2.124 -2.562 0.010
H 0.606 -0.755 -3.209 -0.011
H -0.897 -1.287 -4.069 0.060
```

Here is a structure of composition C26H58NO5S2 from the OMol25 dataset. Energies are from the ωB97M-V functional and the def2-TZVPD basis.

molar mass	528.9	u
HOMO	-0.202	Ha
charge	-1
gap between HOMO and LUMO	7.45	eV

Structure (XYZ):
```
92
Properties=species:S:1:pos:R:3:lowdin_charge:R:1
C 2.472 0.253 4.453 -0.116
C 2.926 1.067 3.242 -0.275
C 1.898 2.132 2.825 -0.215
C 0.773 1.565 1.940 -0.221
C -0.609 2.183 2.193 -0.209
C -0.828 3.526 1.472 -0.204
C -2.272 3.770 1.001 -0.206
C -3.361 3.184 1.911 -0.204
C -4.686 3.969 1.937 -0.207
C -5.076 4.522 3.314 -0.261
S -6.537 3.776 4.005 0.512
O -6.977 4.665 5.061 -0.351
O -7.472 3.566 2.910 -0.359
N -5.816 2.449 4.543 -0.327
S -6.587 1.158 5.073 0.489
O -5.898 0.660 6.246 -0.361
O -8.025 1.299 5.140 -0.342
C -6.249 -0.103 3.842 -0.223
C -6.537 0.256 2.382 -0.206
O -5.331 0.431 1.630 -0.179
C -5.116 -0.436 0.542 -0.269
C -4.130 -1.571 0.872 -0.052
H 2.168 0.908 5.273 0.071
H 3.261 -0.415 4.806 0.064
H 1.607 -0.366 4.196 0.069
H 3.896 1.533 3.437 0.097
H 3.061 0.386 2.392 0.100
H 2.439 2.901 2.267 0.105
H 1.456 2.582 3.719 0.105
H 0.687 0.489 2.136 0.099
H 1.025 1.699 0.883 0.097
H -0.706 2.340 3.270 0.111
H -1.377 1.472 1.876 0.099
H -0.509 4.357 2.110 0.109
H -0.171 3.551 0.593 0.098
H -2.430 4.851 0.908 0.100
H -2.380 3.369 -0.014 0.106
H -3.598 2.170 1.570 0.090
H -2.976 3.064 2.927 0.106
H -5.491 3.324 1.582 0.090
H -4.626 4.803 1.232 0.101
H -4.292 4.308 4.042 0.087
H -5.249 5.600 3.328 0.092
H -6.794 -0.997 4.159 0.097
H -5.181 -0.312 3.947 0.094
H -7.135 -0.539 1.922 0.115
H -7.111 1.176 2.327 0.101
H -6.068 -0.842 0.184 0.106
H -4.711 0.179 -0.269 0.111
H -4.491 -2.545 0.537 0.067
H -3.157 -1.402 0.392 0.034
H -3.957 -1.600 1.949 0.076
C 1.784 -1.790 -4.534 -0.111
C 0.342 -1.678 -4.049 -0.267
C -0.002 -0.304 -3.475 -0.226
C 0.820 0.100 -2.249 -0.225
C 0.740 -0.873 -1.074 -0.265
C -0.668 -1.033 -0.509 -0.118
H 2.493 -1.639 -3.718 0.050
H 1.978 -2.776 -4.958 0.065
H 1.995 -1.045 -5.304 0.077
H 0.148 -2.453 -3.303 0.099
H -0.334 -1.885 -4.883 0.104
H -1.066 -0.280 -3.226 0.102
H 0.140 0.452 -4.253 0.109
H 0.479 1.085 -1.915 0.107
H 1.868 0.227 -2.536 0.101
H 1.398 -0.508 -0.281 0.089
H 1.131 -1.852 -1.366 0.098
H -1.065 -0.071 -0.177 0.069
H -0.665 -1.705 0.350 0.076
H -1.360 -1.447 -1.245 0.065
C 8.949 -2.501 -3.420 -0.113
C 8.363 -3.753 -4.065 -0.272
C 7.322 -3.453 -5.143 -0.231
C 6.085 -2.701 -4.648 -0.228
C 5.322 -3.392 -3.520 -0.267
C 4.762 -4.756 -3.908 -0.108
H 8.184 -1.913 -2.911 0.065
H 9.708 -2.759 -2.679 0.068
H 9.419 -1.861 -4.170 0.074
H 7.927 -4.392 -3.292 0.097
H 9.171 -4.335 -4.516 0.102
H 7.015 -4.393 -5.611 0.100
H 7.793 -2.864 -5.936 0.108
H 5.406 -2.554 -5.494 0.108
H 6.374 -1.699 -4.320 0.102
H 4.496 -2.744 -3.216 0.085
H 5.962 -3.496 -2.639 0.100
H 4.091 -4.670 -4.766 0.069
H 4.195 -5.195 -3.086 0.070
H 5.554 -5.459 -4.171 0.064
```

Here is a cluster of 2 separate species, C5H10N2 in total from the OMol25 dataset. Energies are from the ωB97M-V functional and the def2-TZVPD basis.

molar mass	98.1	u
HOMO (spin up / spin down)	-0.745 / -0.743	Ha
charge	+2
gap between HOMO and LUMO (spin up / spin down)	7.33 / 7.35	eV
ΔE to the lowest compared entry with this formula, charge and spin	7.167	eV

Structure (XYZ):
```
17
Properties=species:S:1:pos:R:3:lowdin_charge:R:1
C 2.029 -0.254 0.071 0.335
C 3.260 -0.226 0.014 0.081
C -0.999 -0.585 -0.023 -0.345
C -2.400 -0.305 -0.218 0.098
C -0.181 1.868 0.194 0.039
N -0.466 -1.815 0.112 0.255
N -0.195 0.451 -0.036 0.178
H 3.742 0.248 -0.861 0.172
H 4.130 -0.548 0.499 0.122
H -2.442 0.734 -0.693 0.154
H -2.593 -0.483 0.854 0.162
H -3.047 -0.911 -0.763 0.111
H 0.686 1.990 0.766 0.107
H -1.042 2.103 0.806 0.141
H -0.089 2.304 -0.805 0.144
H -0.834 -2.622 -0.358 0.163
H 0.441 -1.951 0.442 0.081
```